Entry 1:
Molecular formula: C6H16N2O
Method: DFT, ωB97M-V with the def2-TZVPD basis set

Structure (XYZ):
```
25
Properties=species:S:1:pos:R:3:mulliken_charge:R:1
C 1.702 -0.548 1.301 -1.31
C -0.627 1.209 -1.229 -1.19
H 0.514 -0.665 1.855 0.36
H 1.640 1.055 -0.118 0.32
H -2.076 -1.010 -0.644 0.42
C 1.915 -0.800 -1.206 -1.57
N -2.379 1.020 1.278 -0.46
H -1.696 1.297 -1.439 0.41
O -0.798 -0.399 2.121 -0.75
H 3.001 -0.702 -1.246 0.43
H -0.259 2.166 -0.854 0.39
H 1.684 -1.860 -1.094 0.38
H -0.711 -1.868 0.082 0.34
H -2.604 1.814 0.701 0.23
H 2.252 -1.483 1.298 0.38
H 2.146 0.172 1.986 0.32
N -0.375 0.168 -0.239 0.00
H -3.039 0.257 1.227 0.27
H -0.399 1.515 1.502 0.39
C 1.417 -0.007 -0.017 0.75
C -1.033 0.622 1.349 -0.02
H -0.677 -1.391 -1.642 0.41
C -0.986 -1.100 -0.637 -1.16
H -0.128 0.992 -2.178 0.33
H 1.515 -0.452 -2.158 0.32
```

The energy above the lowest of the compared OMol25 structures with the same formula, charge and spin comes out at 3.2698 eV. As for the spin multiplicity: 1.

Entry 2:
Molecular formula: C33H44Br2F3N3O12P
Method: DFT, ωB97M-V with the def2-TZVPD basis set

Structure (XYZ):
```
98
Properties=species:S:1:pos:R:3:mulliken_charge:R:1
O 6.038 0.791 0.802 -0.48
H 3.533 -0.735 4.459 -0.21
H 4.323 4.666 -2.213 0.32
O -6.358 -4.382 -7.077 -0.35
C -0.305 3.424 -1.114 1.64
H 1.441 4.493 -1.784 0.35
C 5.106 0.558 5.061 -1.29
H -7.226 4.227 4.012 0.32
O 5.862 1.326 -1.658 -0.66
C -1.195 -2.199 -4.681 -0.33
O -5.842 -3.398 -5.151 -0.27
C 3.723 0.055 -0.412 0.63
N 4.047 3.782 -2.634 -0.62
C 4.473 -0.839 4.994 0.14
C -0.174 -1.175 0.344 -0.45
H -1.541 -0.481 1.892 1.03
H 3.470 3.287 -0.727 0.54
C 1.390 0.315 -0.878 -0.28
H -2.878 2.436 1.591 0.54
H -8.415 -4.442 -6.776 0.30
C -6.511 3.850 3.285 -0.33
C 2.749 0.679 -1.179 0.46
H 0.554 1.373 -2.548 1.15
H -1.834 -4.207 -4.108 0.38
H 5.521 -1.741 -1.068 0.44
C -1.008 4.384 -0.369 -0.82
H -1.150 -2.071 -5.758 0.35
H 4.503 1.193 5.702 0.39
O -2.804 -0.572 -2.160 -0.57
C -0.674 -1.891 4.148 0.49
H -7.710 -2.565 -5.413 0.27
C -0.616 -2.210 2.615 0.06
H 4.795 -0.699 2.085 0.12
H 0.144 -0.253 2.282 0.46
O -4.422 4.271 2.421 -0.28
C -0.496 2.068 -0.846 0.36
C -7.492 -4.579 -6.221 -0.33
H -0.045 -2.247 0.232 0.75
Br -2.172 -3.234 2.039 -0.02
F -0.295 -2.995 4.809 -0.22
H 3.339 -3.347 1.969 0.53
H -4.937 4.977 4.290 0.27
C -2.417 -1.342 -2.986 0.77
O -1.656 -0.994 -4.048 -0.36
H 4.228 -1.154 6.004 0.53
H -7.458 -5.595 -5.825 0.26
H -0.501 0.212 -1.879 -1.51
Br -2.383 -1.359 4.850 -0.08
F 0.473 -2.979 2.437 -0.22
H -0.196 -2.431 -4.303 0.22
C -1.453 1.755 0.131 0.16
C -5.069 4.078 3.688 -0.33
C 4.320 -1.501 1.529 -0.36
C -2.143 2.718 0.857 -1.57
H 2.286 1.807 -2.967 0.72
H -1.722 0.740 0.342 0.72
F 0.239 -0.947 4.403 -0.20
C -7.270 -3.529 -5.152 -0.30
C 5.417 -1.848 4.335 -0.86
H -4.633 3.230 4.211 0.28
H 3.915 1.250 -2.829 0.78
H 2.849 -2.058 3.032 -0.04
C 0.238 0.954 -1.610 0.03
H 5.061 -2.054 0.963 0.64
C -1.919 4.057 0.622 -0.62
C 4.738 -2.961 3.529 -1.27
C -0.557 -0.927 1.802 -1.28
C 3.704 -2.480 2.519 -0.55
H 0.835 3.295 -2.978 0.44
O -2.667 -2.660 -2.980 -0.32
H -3.081 -3.243 -4.927 -0.22
H -0.855 5.427 -0.597 0.46
C 3.567 3.005 -1.776 -0.46
N 1.160 -0.608 0.032 0.43
C 3.086 1.654 -2.260 -1.27
C -5.368 4.703 1.537 0.67
H 6.118 0.501 5.444 0.32
H -6.727 2.800 3.081 0.25
H 6.158 -1.329 3.731 0.39
C -5.382 -3.799 -6.358 0.66
O 6.193 -1.062 -0.933 -0.58
H -7.625 -3.830 -4.171 0.28
P 5.515 0.354 -0.628 1.02
N 2.084 -1.206 0.795 -0.81
H 5.097 0.993 4.064 0.23
H 5.975 -2.332 5.132 0.49
H 6.860 1.283 0.644 0.36
C 3.319 -0.861 0.595 0.12
H 5.515 -3.508 2.993 0.38
C 0.574 3.997 -2.203 -2.22
H -0.004 4.773 -2.696 0.62
O -4.260 -3.651 -6.730 -0.56
C -2.235 -3.206 -4.243 0.17
H -0.927 -0.883 -0.367 -0.37
O -5.122 5.124 0.457 -0.49
O -6.604 4.587 2.063 -0.35
H -2.474 4.807 1.149 0.56
H 4.275 -3.663 4.217 0.47
```

As for the spin multiplicity: 1. The charge is +1.

Entry 3:
Molecular formula: C50H115N7O9
Method: DFT, ωB97M-V with the def2-TZVPD basis set

Structure (XYZ):
```
181
Properties=species:S:1:pos:R:3:mulliken_charge:R:1
H -0.166 2.589 3.990 -0.31
H -2.719 -1.754 -0.084 -0.11
H 5.660 -4.060 -3.103 0.36
H 1.777 1.867 6.117 0.54
H -2.313 -4.286 2.738 -0.44
O 0.270 -0.990 -0.433 -0.04
H 0.430 -6.222 5.473 0.36
H -0.701 1.932 1.534 -0.24
H -5.206 5.391 2.869 0.47
H 1.875 4.216 5.111 0.38
H -2.407 -4.029 4.615 0.48
H 1.619 1.093 2.642 -0.12
H 1.648 0.242 -1.382 0.05
H -2.505 -3.191 -1.145 0.33
H -2.379 2.382 5.571 0.28
H -7.008 -2.745 0.283 0.32
N 2.313 1.009 4.301 -0.69
H 2.393 5.940 -3.335 0.37
H 1.950 0.083 4.477 -0.02
H 0.055 -4.534 5.804 0.36
H 2.957 -3.070 1.734 0.28
H 1.155 -3.258 5.028 0.42
H -3.507 3.012 -4.443 0.42
N -2.270 2.938 1.680 -0.16
H -2.022 3.691 -0.858 0.35
C 1.896 -3.599 4.305 -1.96
H -6.836 -3.405 -1.622 0.34
C 1.008 0.167 -0.503 0.04
C -3.094 -2.745 -0.343 0.12
H 6.245 7.670 -2.366 0.48
C -3.502 0.434 -3.842 -1.38
H -1.949 2.861 -5.459 0.44
C -0.808 -5.317 3.924 1.03
H 1.784 5.147 -0.447 0.51
H 3.240 -2.961 -2.621 0.31
H 3.585 0.848 -1.744 0.02
H -1.461 -3.069 -5.741 0.44
H -4.470 3.125 3.614 0.48
H 5.707 0.784 0.267 0.37
C 0.217 -2.774 2.641 -0.29
H -1.814 2.775 -3.837 0.40
O 3.328 5.077 -1.719 -0.33
H 6.749 -2.217 -4.219 0.48
H -4.249 1.813 -6.163 0.49
C 4.323 6.828 -3.031 0.51
C -2.146 4.348 1.148 1.63
H 4.873 6.311 -3.817 0.22
H -5.722 3.200 2.405 0.29
H 0.688 -2.304 -4.242 0.37
N -1.387 0.282 -5.155 0.72
C -1.115 -2.799 3.515 -0.40
H -0.954 -7.469 3.717 0.43
C -1.183 -1.142 -4.826 2.17
O 1.078 0.936 1.864 0.45
H -2.414 -1.890 -6.599 0.30
H -0.518 4.523 2.415 0.21
H -1.783 5.364 -0.745 0.50
H -6.653 -4.085 1.326 0.32
N 4.017 8.038 -3.755 -0.74
H 0.965 -6.526 1.970 0.35
H -3.007 1.243 -7.133 0.42
C -2.679 1.058 -5.013 1.69
C -3.641 1.026 2.418 -1.51
C -5.008 -4.157 -0.768 -0.80
H 3.531 -4.388 -1.577 0.62
C 1.661 2.107 5.060 -0.07
H 2.328 -0.465 0.993 -0.08
H -4.548 0.715 -3.959 0.56
H -7.833 -5.304 -1.969 0.29
O -0.370 3.015 5.940 -0.49
H 5.094 -1.582 1.210 0.29
H -2.981 1.110 3.281 0.20
H -1.997 3.818 6.721 0.37
C -2.421 4.571 -0.354 -1.79
H 6.345 1.570 -1.185 0.41
C 5.357 7.177 -1.971 -1.41
H -0.187 -0.978 0.411 0.04
H 6.893 -3.635 -2.076 0.45
C 6.560 -0.900 -2.589 -1.52
H 0.906 -0.950 -5.205 0.71
C 5.018 -3.008 -1.133 1.89
H 3.410 3.420 4.904 0.43
H -1.727 -1.465 -2.829 -0.63
H -1.154 -5.669 6.154 0.43
H -0.813 -2.267 4.417 0.47
C 3.024 6.180 -2.479 -0.79
H 7.264 0.410 -0.289 0.38
H -2.413 -6.721 4.315 0.37
C -1.824 -4.141 3.701 -0.44
O -0.550 0.725 -6.165 -0.51
H 4.867 7.751 -1.184 0.31
N 5.304 -1.618 -0.661 -0.26
H -3.760 1.675 -0.408 0.33
C 2.316 -3.930 1.927 -2.48
O 1.068 -6.359 2.909 -0.54
H 5.841 6.269 -1.612 0.26
H -2.208 -2.741 -3.888 0.75
H -2.711 5.319 3.033 0.26
C -1.452 -2.043 -6.110 -1.80
H -2.870 6.219 1.587 0.48
H -0.541 5.869 1.378 0.60
H 2.382 -4.403 4.859 0.28
H -4.462 -4.524 -1.637 0.38
C 1.825 0.461 0.713 -0.52
H -5.138 4.890 1.246 0.35
C -0.673 4.787 1.369 -1.56
H 7.541 -1.193 -2.214 0.40
O -4.519 -2.857 -0.498 -0.16
C -3.674 2.380 1.687 1.86
C 6.092 -2.110 -3.355 -0.64
C 6.260 0.620 -0.658 -2.01
C -3.605 -1.109 -3.796 -0.60
H 3.505 -0.733 -2.399 0.16
H 4.882 -4.974 -0.057 0.42
H 4.388 0.442 -3.210 0.41
H 6.809 -0.042 -3.212 0.52
H 2.970 -4.783 2.107 0.72
C 4.206 0.077 -2.199 -1.16
H 2.328 3.517 3.513 0.20
C -6.576 -4.182 -0.903 0.26
N 0.374 -5.208 3.022 0.71
C 2.278 4.460 -1.134 -0.77
H 3.516 8.685 -3.162 0.26
H -1.881 -2.143 3.101 0.04
O 4.513 -1.489 0.451 -0.08
C -1.607 -6.605 3.591 -1.79
H -0.749 -1.926 -6.935 0.37
H 0.329 0.998 -0.693 -0.17
H -0.135 -2.968 1.628 0.17
C -7.204 -3.807 0.427 -1.40
H 5.193 -1.754 -3.858 0.24
H -1.903 4.069 5.034 0.08
H 3.162 0.978 4.848 0.38
C -4.649 3.311 2.555 -1.30
H -7.417 -5.922 -0.514 0.29
C -4.597 4.797 2.188 -0.93
H 2.818 -2.881 -0.969 -0.05
H -3.975 -0.017 -6.480 0.32
C -2.200 -1.656 -3.793 -0.19
H -0.374 1.137 4.929 0.39
C -4.427 2.063 0.363 -2.11
H 2.647 -2.821 4.166 0.32
H -3.315 0.946 -2.898 0.03
H 0.193 0.960 -5.605 0.36
H 2.501 6.972 -1.944 0.34
H -3.015 -3.347 0.562 -0.09
H -4.565 0.698 2.895 0.58
H 6.432 -4.484 -0.107 0.38
C 2.365 3.390 4.595 -1.42
H 2.010 -3.981 0.882 0.47
H -4.587 -4.794 0.010 0.31
C -1.810 3.287 5.788 -0.50
C 1.178 -4.014 2.963 1.80
H -4.728 2.999 -0.108 0.37
H 2.417 1.290 0.326 0.37
H 5.273 -3.814 1.097 0.29
C 5.446 -4.047 0.046 -1.63
H 1.445 4.131 -1.755 0.36
H -4.184 -1.369 -2.910 0.17
C -2.544 2.529 -4.608 -2.02
C -0.360 -5.472 5.434 -1.73
H -8.290 -3.900 0.441 0.42
H -3.453 4.799 -0.619 0.29
C -3.568 0.965 -6.240 -1.83
C 0.084 2.126 4.945 0.20
H -4.087 -1.466 -4.706 0.30
N -7.056 -5.483 -1.349 -0.74
C -3.104 5.246 2.019 -1.30
O -1.465 2.088 0.974 1.29
H -5.306 1.472 0.621 0.52
C 3.568 -3.300 -1.639 -1.71
H 0.833 -1.879 2.554 0.01
C 0.294 -1.296 -4.372 -3.03
H -3.361 0.175 1.798 -0.15
C 5.576 -0.436 -1.475 2.06
H 4.915 8.474 -3.908 0.27
H 2.703 3.651 -0.539 0.19
H 0.654 -0.665 -3.559 0.60
H -1.989 -6.423 2.586 0.42
C 5.919 -3.268 -2.400 -1.27
H 0.092 4.277 0.784 0.00
```

The energy above the lowest of the compared OMol25 structures with the same formula, charge and spin comes out at 7.5979 eV. As for the spin multiplicity: 1.

Number 1: HOMO energy -7.77 eV, HOMO-LUMO gap 8.454 eV, lowest unoccupied orbital energy 0.025 Eh. Number 2: HOMO energy -11.29 eV, HOMO-LUMO gap 6.885 eV, lowest unoccupied orbital energy -0.162 Eh. Number 3: HOMO energy -7.70 eV, HOMO-LUMO gap 8.126 eV, lowest unoccupied orbital energy 0.016 Eh.